# 1
A structure of composition C6H8N. Source: the OMol25 dataset; level of theory: the ωB97M-V functional and the def2-TZVPD basis.

```
15
Properties=species:S:1:pos:R:3:nbo_charge:R:1
C -2.37 -0.89 -0.05 -0.0746
C -1.36 -0.92 -0.93 -0.2253
C -1.19 1.31 0.29 -0.4572
C -1.57 -0.02 1.00 -0.2765
C 1.87 0.13 -0.14 0.1707
C -0.59 0.03 -0.09 0.2599
N 3.02 -0.41 0.08 -0.6508
H -3.37 -1.19 -0.13 0.2482
H -1.19 -1.25 -1.86 0.2322
H -1.89 1.83 -0.52 0.2423
H -0.79 2.22 0.75 0.2824
H -1.66 -0.06 2.01 0.2714
H 1.81 1.02 -0.65 0.1528
H 2.95 -1.15 0.72 0.4095
H 3.91 -0.06 0.03 0.4149
```

## Properties
Relative energy (zero: lowest compared OMol25 entry of this formula, charge and spin) ... 8.7517 eV
LUMO ... -5.1 eV
Largest force on an atom ... 4.490 eV Å⁻¹
Net charge ... +1
HOMO level ... -13.684 eV
DFT total energy ... -7826.9366 eV
HOMO-LUMO gap ... 0.31480 Eh

# 2
The ion C6H8N with charge +1. Source: the OMol25 dataset; level of theory: the ωB97M-V functional and the def2-TZVPD basis.

```
15
Properties=species:S:1:pos:R:3:nbo_charge:R:1
C -2.24 0.67 -0.62 0.0281
C -1.94 1.02 0.58 0.0326
C 2.18 0.93 -0.25 -0.2687
C 1.28 0.16 0.34 -0.2666
C -0.82 -1.48 0.27 -0.2254
C 0.18 -0.55 -0.34 -0.0691
N -1.23 -0.13 -0.04 -0.2395
H -3.03 0.89 -1.41 0.3025
H -1.88 1.65 1.48 0.2999
H 2.90 1.45 0.26 0.2246
H 2.04 1.04 -1.36 0.1962
H 1.50 -0.14 1.37 0.2240
H -1.07 -2.41 -0.30 0.2640
H -1.13 -1.58 1.35 0.2529
H 0.41 -0.57 -1.36 0.2446
```

## Properties
Relative energy (zero: lowest compared OMol25 entry of this formula, charge and spin) ... 6.7956 eV
LUMO ... -3.7 eV
Largest force on an atom ... 4.425 eV Å⁻¹
Net charge ... +1
HOMO level ... -14.104 eV
DFT total energy ... -7828.8928 eV
SMILES ... C=C[C@H]1C[N+]12C=C2
HOMO-LUMO gap ... 0.38194 Eh

# 3
The ion C6H8N with charge +1. Source: the OMol25 dataset; level of theory: the ωB97M-V functional and the def2-TZVPD basis.

```
15
Properties=species:S:1:pos:R:3:lowdin_charge:R:1
C 0.83 -0.18 -0.93 -0.0221
C 1.11 0.98 -0.10 -0.1901
C -0.04 1.14 -0.80 0.2647
C -0.52 -0.88 -0.77 -0.1228
C 2.30 1.47 0.57 0.0163
C -2.43 -1.19 0.58 -0.0833
N -1.11 -0.77 0.37 0.0127
H 1.68 -0.52 -1.58 0.1924
H -1.11 -1.14 -1.65 0.1519
H 2.96 2.00 -0.15 0.1343
H 2.75 0.49 0.99 0.1396
H 1.94 2.09 1.41 0.1232
H -2.90 -0.15 0.39 0.1531
H -2.55 -1.39 1.72 0.1358
H -2.90 -1.94 -0.05 0.0940
```

## Properties
Relative energy (zero: lowest compared OMol25 entry of this formula, charge and spin) ... 8.3839 eV
LUMO (alpha / beta) ... -7.2 / -7.2 eV
Largest force on an atom ... 3.078 eV Å⁻¹
Net charge ... +1
HOMO level (alpha / beta) ... -14.569 / -14.571 eV
DFT total energy ... -7827.3044 eV
HOMO-LUMO gap (alpha / beta) ... 0.27217 / 0.27222 Eh

# 4
The ion C6H8N with charge +1. Source: the OMol25 dataset; level of theory: the ωB97M-V functional and the def2-TZVPD basis.

```
15
Properties=species:S:1:pos:R:3:nbo_charge:R:1
C 1.35 1.19 -0.16 -0.0955
C 1.89 0.00 -0.09 -0.1380
C -0.41 0.82 0.01 0.2318
C -1.31 1.75 0.13 -0.2580
C -1.40 -1.36 -0.23 -0.1747
C 0.96 -1.05 0.07 -0.2837
N -0.36 -0.65 -0.05 -0.3301
H 1.64 2.17 -0.12 0.2422
H 2.92 -0.41 -0.11 0.2768
H -2.39 1.56 0.15 0.2337
H -1.18 2.87 0.22 0.2641
H -1.43 -2.46 -0.50 0.2258
H -2.40 -1.06 -0.23 0.2128
H 1.14 -2.14 -0.23 0.2904
H 0.97 -1.24 1.17 0.3023
```

## Properties
Expectation value of S² ... 2.014
Relative energy (zero: lowest compared OMol25 entry of this formula, charge and spin) ... 2.0027 eV
LUMO (alpha / beta) ... -3.6 / -8.2 eV
Largest force on an atom ... 10.571 eV Å⁻¹
Net charge ... +1
HOMO level (alpha / beta) ... -11.276 / -15.328 eV
DFT total energy ... -7827.9981 eV
Multiplicity ... 3
HOMO-LUMO gap (alpha / beta) ... 0.28304 / 0.26073 Eh

# 5
A structure of composition C6H8N2. Source: the OMol25 dataset; level of theory: the ωB97M-V functional and the def2-TZVPD basis.

```
16
Properties=species:S:1:pos:R:3:nbo_charge:R:1
N -1.64 -0.15 0.73 -0.6091
C 0.33 -1.16 -0.03 0.1163
C -0.72 0.84 0.40 0.1791
C 0.33 0.12 -0.66 -0.0359
N 1.14 -2.23 -0.30 -0.7914
C -0.52 -0.96 1.04 -0.0794
C -0.86 2.17 0.55 -0.5109
C 1.21 0.74 -1.44 -0.4400
H -2.28 0.06 1.49 0.3779
H 1.57 -2.22 -1.21 0.3902
H 0.76 -3.13 -0.03 0.3876
H -0.60 -1.59 1.92 0.1985
H -0.12 2.87 0.17 0.2078
H -1.79 2.60 0.89 0.2001
H 1.04 1.75 -1.80 0.2113
H 2.16 0.28 -1.71 0.1978
```

## Properties
Relative energy (zero: lowest compared OMol25 entry of this formula, charge and spin) ... 3.5887 eV
LUMO ... 0.9 eV
Largest force on an atom ... 5.447 eV Å⁻¹
HOMO level ... -7.279 eV
DFT total energy ... -9328.1189 eV
HOMO-LUMO gap ... 0.29995 Eh

# 6
A cluster of 2 separate species, C6H8N2 in total. Source: the OMol25 dataset; level of theory: the ωB97M-V functional and the def2-TZVPD basis.

```
16
Properties=species:S:1:pos:R:3:nbo_charge:R:1
C -0.62 -1.64 -0.18 0.4232
C 2.32 -0.23 0.78 0.2906
C -1.54 0.85 -0.01 -0.3786
C -2.52 0.00 0.71 -0.3709
C -1.28 -0.58 0.07 -0.2698
C 2.46 0.79 -0.22 -0.7331
N 0.01 -2.68 -0.27 -0.6468
N 2.32 -1.06 1.58 -0.3465
H 0.77 -2.84 0.34 0.3896
H -1.90 1.35 -0.85 0.2170
H -0.78 1.48 0.60 0.2087
H -2.70 -0.09 1.76 0.2187
H -3.37 -0.27 0.22 0.2097
H 3.58 1.17 -0.24 0.2688
H 1.96 0.37 -1.23 0.2715
H 1.87 1.61 0.09 0.2481
```

## Properties
Relative energy (zero: lowest compared OMol25 entry of this formula, charge and spin) ... 3.6664 eV
LUMO ... 0.7 eV
Largest force on an atom ... 3.540 eV Å⁻¹
HOMO level ... -8.511 eV
DFT total energy ... -9328.0412 eV
SMILES ... N=C=C1CC1.CC#N
HOMO-LUMO gap ... 0.33702 Eh

no.,molar mass (g mol⁻¹)
1,94.137
2,94.137
3,94.137
4,94.137
5,108.144
6,108.144